Entry 1:
{"formula": "C19H29IN4O7S2", "method": "the ωB97M-V functional and the def2-TZVPD basis", "e_homo_ev": -9.0, "gap_ev": 7.9693, "species": ["C", "C", "H", "C", "C", "C", "N", "H", "H", "H", "S", "S", "O", "H", "C", "C", "H", "O", "I", "C", "H", "H", "H", "H", "C", "O", "H", "H", "H", "O", "C", "H", "H", "H", "H", "C", "H", "H", "N", "N", "O", "H", "C", "H", "H", "H", "C", "H", "H", "C", "C", "H", "O", "H", "C", "O", "C", "C", "N", "H", "C", "H"], "positions_angstrom": [[-1.8866, -1.0517, -0.1750], [1.3404, -1.5245, 0.4685], [-4.6288, -1.7903, -0.1394], [-1.8080, 3.8692, 2.6965], [-2.6787, 0.0455, 0.0560], [5.0939, 0.6122, -0.2257], [-3.2798, 2.3160, -0.9903], [0.6389, 1.6460, -3.6263], [0.4616, -3.4920, 0.2824], [0.5204, -0.9003, 0.8616], [-2.9084, 3.0735, -2.3880], [0.6319, 3.9846, 2.1915], [4.8646, -0.6682, 0.3615], [-0.7878, 0.2582, -4.4070], [-0.9932, -1.1699, -1.3637], [-2.6419, 1.1287, -0.9408], [1.8522, -1.9523, 1.3615], [-3.4962, 0.1806, 1.1951], [-3.0329, -4.6151, 2.2622], [-0.1441, -0.1947, -3.6251], [-2.2797, 3.7196, 1.7213], [0.5220, -2.3226, -2.5020], [-2.5430, 4.2604, 3.3964], [2.0992, -0.5244, -1.2777], [6.5143, 1.1424, 0.1029], [-0.7282, 4.7923, 2.5251], [-4.1133, -3.5319, -0.4396], [1.8105, -3.1988, -0.8097], [7.2938, 0.3943, -0.1320], [-5.5981, 0.2826, 1.4623], [2.4282, -0.6318, -0.2288], [0.1093, -1.2009, -3.9879], [-5.2923, -3.1576, 0.8185], [-0.7511, -3.2628, -1.7168], [-1.7803, 1.7235, 2.9866], [-0.0788, -2.3833, -1.5869], [-1.1530, -1.9942, 1.6216], [-0.9243, 2.6462, 4.2488], [-1.8557, 1.9933, -3.0550], [1.0314, 0.7089, -3.5177], [1.5975, 4.3066, 3.1778], [2.4776, 0.3170, 0.3260], [3.8166, -1.3718, -0.2886], [3.7519, -2.4089, 0.0844], [4.9294, 0.5427, -1.3209], [-1.4910, -3.1322, 0.3277], [-1.1626, 2.5977, 3.1829], [4.1045, -1.4459, -1.3662], [6.5345, 1.3933, 1.1809], [-1.8888, -2.2282, 0.8237], [-1.8159, 1.0095, -2.1428], [4.3803, 1.3239, 0.2445], [0.0671, 2.5108, 2.4725], [-3.5525, -1.9589, 2.2196], [-3.2878, -2.6201, 1.3836], [0.8959, 4.0657, 0.8006], [0.8904, -2.7323, -0.3982], [-0.9759, -0.1715, -2.3315], [-4.7326, 0.7985, 0.8825], [6.6540, 2.0635, -0.4963], [-4.3888, -2.7676, 0.3103], [1.3677, 0.6973, -2.5569]]}

***

Entry 2:
{"formula": "C19H29N2", "method": "the ωB97M-V functional and the def2-TZVPD basis", "e_homo_ev": -10.8, "smiles": "CN(C)[C@@H](c1ccccc1)[C@H]1CCCC1=[N+]1CCCCC1", "gap_ev": 7.0918, "e_above_lowest_kcal_mol": 0.0, "charge": 1, "species": ["H", "H", "H", "C", "C", "C", "H", "H", "H", "H", "H", "C", "H", "C", "H", "H", "H", "H", "C", "C", "H", "H", "C", "H", "H", "H", "H", "C", "C", "C", "C", "H", "C", "C", "H", "H", "H", "N", "H", "H", "C", "C", "C", "H", "C", "N", "H", "H", "H", "C"], "positions_angstrom": [[-3.3239, 0.0126, -0.0504], [3.7424, -1.1128, 2.4874], [1.1370, 1.2892, 4.3148], [-2.4153, -1.4444, 1.2694], [-0.2217, 4.8897, 4.8110], [1.7826, 1.8757, 3.6404], [1.7949, 6.4507, 2.5336], [1.3819, 2.0698, 1.5619], [-4.2679, -0.3695, 1.4091], [3.2546, 3.6483, 5.3057], [3.9640, 1.2699, 2.3640], [0.3100, 5.9204, 4.0294], [-1.0086, 5.1021, 5.5367], [3.2197, -0.6646, 1.6295], [3.7508, -0.9492, 0.7112], [-2.7485, -2.2580, 0.6110], [4.2186, 3.4967, 3.7934], [-0.7802, 1.9967, 2.1534], [-2.6546, 1.0151, 1.7610], [-3.2546, -0.1897, 1.0303], [4.7025, 2.6148, 5.2646], [-2.5453, -1.7871, 2.3059], [3.1750, 0.8585, 1.7275], [1.5727, -1.4503, 0.5211], [-0.0987, 2.7919, 5.3280], [3.3095, 1.2767, 0.7178], [1.5797, -2.0280, 2.1929], [3.8415, 2.9557, 4.6789], [1.3462, 5.6500, 3.1183], [0.9204, 0.0295, 1.9693], [1.7568, -1.1380, 1.5692], [3.1822, -0.3201, 4.4190], [0.2761, 3.5926, 4.6829], [1.8231, 4.3456, 2.9719], [-2.7863, 0.8788, 2.8414], [-0.0988, 6.9274, 4.0872], [-0.7508, -1.1708, -0.0866], [3.1029, 1.7860, 4.2896], [-1.0376, 1.5977, 0.4412], [2.9117, 0.5272, 5.9831], [-0.9272, -1.2261, 1.0078], [3.4325, 0.5739, 5.0088], [-1.1760, 1.2314, 1.4764], [-0.4037, -2.1155, 1.3780], [1.7569, 1.2911, 2.2414], [-0.3657, -0.0078, 1.6429], [4.5098, 0.5866, 5.2199], [-3.1873, 1.9270, 1.4720], [2.6614, 4.1316, 2.2929], [1.2617, 3.3097, 3.7248]]}

***

Entry 3:
{"formula": "C19H29N2OPr", "method": "the ωB97M-V functional and the def2-TZVPD basis", "e_homo_ev": [-13.5, -13.4], "spin_multiplicity": 3, "gap_ev": [4.6703, 4.6505], "s2": 2.014, "e_above_lowest_kcal_mol": 27.1, "charge": 2, "species": ["C", "H", "H", "H", "H", "H", "C", "H", "C", "H", "H", "H", "C", "C", "H", "H", "H", "C", "C", "N", "H", "Pr", "H", "O", "H", "H", "C", "H", "H", "H", "C", "C", "C", "H", "H", "C", "C", "C", "H", "C", "N", "C", "H", "H", "C", "H", "H", "C", "H", "H", "H", "C"], "positions_angstrom": [[0.6700, -0.4426, -3.4219], [-1.6152, -0.9907, -3.0126], [-1.0772, 0.7901, -2.5046], [-2.8410, -2.2268, 0.8053], [1.3223, -2.5363, 1.0255], [2.3009, -6.1137, 3.8082], [-1.0197, -4.3347, 2.8087], [2.8251, 2.8838, 1.2352], [0.6877, 3.0345, -1.6471], [1.4819, -0.7675, -5.3797], [0.1618, 0.3780, -5.3741], [1.3658, 0.3357, -3.1157], [-2.0927, -2.8229, 1.3893], [-0.6337, -0.2138, -2.6599], [3.1109, 1.1434, 1.1105], [-2.6348, 3.4645, -0.5412], [-1.9544, -0.2014, 2.4316], [2.6021, 1.9857, 0.6326], [0.2314, -3.9269, 2.3579], [1.4235, -5.6381, 3.5851], [-2.2376, 2.3024, -1.8115], [0.1092, -0.5231, -0.6600], [-3.0864, 0.7904, 1.4941], [2.6183, -3.9002, 2.6874], [1.7611, 2.8853, -1.8289], [-1.1358, -5.0997, 3.5789], [-1.0195, 1.3214, 1.2338], [0.1591, 2.7136, -2.5531], [0.8419, 1.3504, 3.6468], [-3.1669, -3.9998, 2.5479], [-2.1499, 0.8198, 2.0700], [0.3507, 1.1553, 1.5739], [-1.0881, 2.0512, 0.0114], [1.9459, 0.3147, 2.7253], [0.5280, 4.1224, -1.5490], [0.8930, 0.5974, 2.8395], [0.2462, 2.3030, -0.4255], [1.5541, -4.4691, 2.8697], [-1.3877, -1.7180, 0.2900], [0.5039, -0.5431, -4.9433], [-0.8453, -2.4107, 0.8602], [-2.1513, -3.7658, 2.2875], [0.6098, -6.2214, 3.4427], [-3.1833, 1.7844, -0.4037], [0.3760, -2.9452, 1.3884], [3.0479, 2.1354, -0.3540], [0.3378, -0.2866, 3.1717], [1.1412, 1.7537, 0.5464], [-2.3282, 1.4488, 2.9595], [1.1052, -1.3799, -3.0540], [-0.1353, -1.3730, -5.1745], [-2.3402, 2.4149, -0.7208]]}

***

Entry 4:
{"formula": "C19H29N3Pt", "method": "the ωB97M-V functional and the def2-TZVPD basis", "e_homo_ev": [-15.7, -17.1], "spin_multiplicity": 5, "gap_ev": [9.5890, 6.5985], "s2": 6.041, "e_above_lowest_kcal_mol": 5.9, "charge": 2, "species": ["H", "H", "C", "H", "H", "H", "H", "Pt", "C", "C", "H", "H", "H", "H", "H", "C", "C", "C", "H", "C", "H", "C", "H", "H", "H", "N", "C", "H", "C", "H", "C", "C", "C", "C", "C", "C", "H", "N", "H", "C", "H", "H", "H", "H", "C", "C", "H", "H", "H", "N", "H", "H"], "positions_angstrom": [[-0.7166, -0.9101, 2.9352], [2.6352, 5.4751, -0.2428], [1.4998, 2.4357, 0.7593], [1.4204, 2.0656, 5.2886], [-0.1115, 4.7844, 0.7105], [4.2489, -1.7831, 3.5197], [2.2559, 4.9659, 1.4077], [-0.5756, 1.3705, 0.6804], [-3.1518, 0.1431, -0.5459], [-5.4814, -0.3430, -1.0458], [0.1225, 5.0284, -1.0244], [-1.5353, 1.6001, 3.1284], [3.1145, -2.7169, 1.3768], [-0.6470, 3.5694, -0.4688], [0.6335, -1.4545, 3.9220], [4.3522, -0.4363, 1.2456], [2.5577, 4.6104, 0.4192], [-0.9303, 1.6203, 4.0374], [4.1002, -0.0811, 3.9363], [1.9632, 3.1856, -1.5736], [5.0999, -1.1741, 1.5316], [3.5558, -0.9417, 3.5399], [1.5924, -2.3206, 2.1964], [1.9019, -1.7396, 0.5446], [2.9854, 2.7967, -1.5833], [-4.2339, -0.3797, -0.9378], [3.0874, -0.6853, 2.1026], [2.7667, -1.2011, 4.2279], [2.1460, 0.4694, 1.9025], [3.5500, 4.1584, 0.4980], [1.5352, 3.6206, -0.1714], [-0.1609, -0.7243, 3.8598], [0.3233, 0.7348, 3.9370], [2.2442, 1.2387, 0.6647], [2.3586, -1.9408, 1.5202], [1.1136, 1.1304, 2.7054], [4.7837, 0.5537, 1.4183], [-2.0901, 0.5116, -0.2598], [0.5700, 0.7331, 6.0785], [1.1684, 1.0047, 5.2058], [2.0888, 0.4319, 5.2374], [4.1706, -0.5650, 0.1767], [-0.6987, 2.6628, 4.2673], [1.2960, 2.4240, -1.9906], [0.7938, 2.3752, 2.0076], [0.1527, 4.2865, -0.2249], [2.8833, 0.9768, -0.1680], [1.9402, 4.0477, -2.2400], [-1.5641, 1.2395, 4.8372], [-6.6660, -0.4023, -1.2136], [0.3890, 3.2420, 2.5089], [-0.8397, -0.9094, 4.6923]]}